The following is a DFT calculation (ωB97M-V/def2-TZVPD) of 3 unconnected molecules or ions with the total composition C9H22BrN4O2.

The geometry in XYZ format:
```
38
Properties=species:S:1:pos:R:3:forces:R:3:nbo_charge:R:1
C 0.884 1.410 -0.689 -0.031 0.347 0.118 -0.6534
C -0.324 1.347 -1.619 -0.062 -0.189 0.230 -0.2490
Br 0.175 1.343 -3.498 -0.036 0.105 -0.125 0.0278
C -1.253 0.145 -1.392 0.034 0.398 0.085 -0.2522
N -2.640 0.537 -1.651 0.142 -0.280 0.176 -0.1426
C -3.409 0.422 -2.716 0.070 -0.185 -0.338 0.2916
N -4.613 0.933 -2.539 -0.282 0.220 -0.135 -0.4634
C -4.601 1.416 -1.297 -0.043 0.131 0.211 0.5761
N -5.604 2.029 -0.667 0.006 0.063 0.116 -0.7679
N -3.395 1.206 -0.731 0.014 -0.121 0.074 -0.3690
H 1.094 0.476 -0.174 0.030 -0.156 -0.245 0.2405
H 0.679 2.159 0.080 0.010 -0.071 0.072 0.2240
H 1.758 1.765 -1.228 0.109 -0.169 0.052 0.2544
H -0.913 2.251 -1.477 0.022 0.067 -0.203 0.2151
H -1.023 -0.670 -2.072 0.021 -0.091 0.042 0.2600
H -1.191 -0.238 -0.373 0.023 0.043 0.044 0.2430
H -3.058 -0.060 -3.616 -0.003 -0.009 -0.014 0.2520
H -6.407 2.360 -1.173 -0.009 -0.222 -0.178 0.4422
H -5.630 2.094 0.335 0.053 0.109 -0.004 0.4189
H -3.025 1.464 0.169 -0.002 0.009 0.028 0.4431
C 0.925 -3.931 0.522 -0.098 0.099 -0.034 -0.6357
C 1.531 -2.690 1.143 -0.090 -0.116 0.005 -0.0693
O 0.622 -1.572 1.111 -0.012 -0.041 -0.110 -0.7582
H 0.638 -3.741 -0.513 0.039 -0.014 -0.014 0.2080
H 1.635 -4.757 0.538 0.011 -0.005 0.014 0.2337
H 0.032 -4.242 1.070 0.029 -0.038 0.029 0.2018
H 2.415 -2.380 0.588 0.001 -0.024 0.002 0.1834
H 1.832 -2.881 2.175 0.060 0.027 -0.012 0.1757
H -0.154 -1.835 1.617 0.039 0.028 0.087 0.4666
C 3.539 0.642 2.913 -0.001 -0.050 -0.024 -0.6375
C 3.962 0.962 1.491 -0.172 -0.033 0.059 -0.0588
O 3.910 -0.189 0.653 0.023 0.073 -0.034 -0.7162
H 4.183 -0.132 3.332 0.026 0.016 0.014 0.2190
H 3.596 1.525 3.550 -0.002 0.007 -0.007 0.2176
H 2.511 0.269 2.933 -0.012 0.037 0.000 0.1945
H 4.989 1.320 1.468 0.035 -0.046 -0.069 0.1880
H 3.325 1.750 1.070 0.054 0.071 0.044 0.1433
H 3.003 -0.508 0.668 0.005 0.009 0.043 0.4530
```
Positions in Å, forces in eV/Å.

* multiplicity: 1
* E_LUMO: -3.097 eV
* maximum force: 0.41 eV/A
* HOMO-LUMO gap: 0.3397 Ha
* charge: +1
* E: -3299.38831 hartree

---

The following is a DFT calculation (ωB97M-V/def2-TZVPD) of 2 unconnected molecules or ions with the total composition C9H10O3 at a distorted geometry.

The geometry in XYZ format:
```
22
Properties=species:S:1:pos:R:3:forces:R:3:nbo_charge:R:1
C -0.815 2.722 0.541 2.239 -0.932 2.333 -0.2489
C 0.233 0.863 -0.465 -3.111 -1.902 1.857 0.3432
C 1.585 0.879 -0.376 0.890 0.296 -0.282 -0.3102
C 2.360 -0.248 0.024 1.697 4.606 -0.856 0.2878
C 1.803 -1.422 -0.017 1.284 -8.223 -1.133 -0.2497
C 0.446 -1.625 0.089 -1.911 5.598 -0.657 -0.1722
C -0.419 -0.449 -0.037 2.091 -0.155 -0.649 -0.1941
C -1.917 -0.523 -0.015 -0.309 2.422 -1.563 0.5451
C -2.423 -1.990 -0.136 -3.631 2.611 6.795 -0.6930
H -1.204 2.306 1.601 -0.248 0.150 -3.139 0.1966
H -1.271 3.469 0.006 -2.030 2.607 0.534 0.2068
H 0.165 3.099 0.933 -0.329 -0.098 -0.812 0.1593
H 2.257 1.651 -0.768 -0.885 0.593 0.505 0.2115
H 3.850 0.693 -0.911 0.150 -2.617 5.459 0.4615
H 2.368 -2.560 -0.407 -0.917 3.756 2.109 0.2175
H 0.109 -2.555 0.368 -1.001 -1.937 0.107 0.2189
H -2.082 -2.494 -0.935 1.270 -1.750 -2.588 0.2252
H -3.600 -2.116 0.076 2.650 0.558 -1.030 0.2369
H -2.006 -2.341 0.912 -0.542 -0.168 -2.223 0.2266
O -0.625 1.983 -0.681 2.807 -2.763 0.773 -0.5085
O 3.708 0.083 0.250 -0.304 1.492 -6.221 -0.6352
O -2.523 0.576 -0.051 0.141 -4.143 0.679 -0.5252
```
Positions in Å, forces in eV/Å.

* multiplicity: 1
* E_LUMO: -0.467 eV
* maximum force: 8.40 eV/A
* HOMO-LUMO gap: 0.3142 Ha
* charge: 0
* E: -574.42202 hartree
* relative energy (zero: lowest compared OMol25 entry of this formula, charge and spin): 693.0 kJ/mol

---

The following is a DFT calculation (ωB97M-V/def2-TZVPD) of a molecular structure, C23H23B2F4InN6O6 at a distorted geometry.

The geometry in XYZ format:
```
65
Properties=species:S:1:pos:R:3:forces:R:3:lowdin_charge:R:1
In 0.070 0.717 1.661 0.818 0.034 -1.331 1.1021
C -0.451 -3.641 1.282 -0.006 0.033 -0.018 0.0455
C -0.097 -2.249 1.646 0.238 -0.040 0.116 -0.1740
N -0.883 -1.247 1.540 -0.262 0.147 0.335 0.0094
O -2.147 -1.390 1.056 -0.004 -0.056 -0.013 0.1088
B -3.173 -0.784 1.918 0.088 -0.824 -0.479 -0.9959
F -2.939 -0.875 3.236 0.064 0.079 0.259 0.2552
F -4.382 -1.002 1.419 -0.055 0.107 0.085 0.2805
O -2.952 0.883 1.610 -0.082 0.651 -0.206 0.1969
N -2.010 1.441 2.265 -0.531 0.012 0.453 0.0150
C -2.044 2.160 3.326 0.362 0.063 -0.020 -0.1352
C -3.315 2.543 3.988 -0.002 0.017 0.038 0.0563
C -0.699 2.490 3.939 -0.339 -0.093 -0.166 -0.1690
N 0.298 1.954 3.344 -0.081 0.175 0.485 -0.0396
O 1.519 2.006 3.882 0.085 -0.218 -0.154 0.0613
B 2.011 0.560 4.361 0.286 0.375 -0.185 -1.0214
F 0.877 -0.037 4.868 -0.140 -0.144 0.111 0.1826
F 3.037 0.805 5.179 -0.006 -0.048 0.065 0.2529
O 2.525 -0.265 3.199 -0.161 0.016 -0.104 0.0854
N 1.485 -0.691 2.435 0.265 -0.132 0.519 -0.0175
C 1.247 -1.935 2.300 -0.373 -0.098 -0.214 -0.1804
C 2.094 -3.030 2.828 0.036 0.054 0.019 0.0438
C -0.582 3.233 5.217 0.027 0.010 -0.096 0.0499
H -1.480 -3.706 0.943 0.007 -0.007 -0.002 0.1007
H 0.222 -3.976 0.489 0.001 -0.019 0.007 0.1169
H -0.303 -4.300 2.138 0.000 -0.012 -0.005 0.1119
H -4.178 2.279 3.384 0.009 -0.024 0.001 0.1102
H -3.368 2.026 4.950 -0.034 0.021 0.004 0.1317
H -3.316 3.616 4.187 -0.017 -0.003 -0.008 0.1134
H 3.000 -2.619 3.263 -0.002 -0.017 0.004 0.1048
H 1.548 -3.587 3.593 0.008 -0.003 0.010 0.1185
H 2.349 -3.724 2.026 -0.007 -0.009 0.003 0.1110
H -1.374 3.968 5.332 -0.003 -0.012 0.013 0.0971
H -0.636 2.517 6.043 0.012 0.014 0.031 0.1308
H 0.390 3.719 5.259 0.002 -0.017 0.047 0.1131
O -0.354 2.444 -0.065 -0.120 0.008 0.209 0.0449
C 0.107 1.640 -0.888 -0.268 0.246 0.326 -0.5583
N 0.039 1.650 -2.225 0.420 0.076 -0.153 0.1985
C 0.508 0.387 -2.786 -0.075 0.044 0.221 -0.2395
C 0.951 -0.368 -1.414 -0.158 0.191 -0.081 -0.3775
O 1.363 -1.487 -1.371 0.074 -0.135 0.043 0.1479
N 0.729 0.526 -0.408 -0.019 -0.398 -0.147 0.1231
C 1.764 0.494 -3.573 0.296 0.142 -0.030 -0.0451
C 2.151 -0.613 -4.397 -0.066 -0.057 0.114 0.0578
C 3.322 -0.575 -5.088 0.143 0.153 -0.032 0.0123
C 4.162 0.556 -4.966 -0.087 -0.139 -0.020 0.0740
C 3.803 1.657 -4.143 0.019 -0.066 -0.064 0.0134
C 2.630 1.625 -3.454 -0.248 -0.048 -0.020 0.0462
C -0.602 -0.337 -3.528 0.092 0.069 -0.013 -0.1777
C -0.970 0.195 -4.765 -0.038 0.081 -0.134 -0.0309
C -2.021 -0.351 -5.483 0.018 -0.144 0.202 -0.0389
C -2.699 -1.447 -4.961 -0.056 0.114 -0.168 -0.0448
C -2.333 -1.977 -3.736 0.062 -0.074 0.119 -0.0384
C -1.279 -1.430 -3.011 -0.128 0.015 -0.092 -0.0055
H -0.493 2.335 -2.740 -0.109 -0.067 0.023 0.1852
H 1.490 -1.468 -4.451 0.032 -0.023 -0.001 0.1455
H 3.627 -1.394 -5.723 -0.025 -0.032 0.016 0.1348
H 5.103 0.576 -5.501 0.008 0.027 -0.001 0.1385
H 4.469 2.506 -4.079 -0.013 0.018 0.033 0.1343
H 2.329 2.453 -2.828 0.025 0.006 0.015 0.1331
H -0.442 1.052 -5.173 0.019 0.001 0.033 0.1276
H -2.309 0.072 -6.435 0.015 -0.008 -0.022 0.1196
H -3.519 -1.881 -5.517 -0.007 -0.021 0.023 0.1199
H -2.868 -2.828 -3.337 -0.002 -0.007 0.001 0.1181
H -0.999 -1.866 -2.062 -0.006 0.000 0.000 0.1089
```
Positions in Å, forces in eV/Å.

* multiplicity: 1
* E_LUMO (spin up / spin down): -9.470 / -9.956 eV
* maximum force: 1.56 eV/A
* HOMO-LUMO gap (spin up / spin down): 0.1943 / 0.1751 Ha
* charge: +2
* E: -2309.12229 hartree
* relative energy (zero: lowest compared OMol25 entry of this formula, charge and spin): 83.7 kJ/mol

---

The following is a DFT calculation (ωB97M-V/def2-TZVPD) of a molecular structure, C30H30LuN2O5P2 at a distorted geometry.

The geometry in XYZ format:
```
70
Properties=species:S:1:pos:R:3:forces:R:3:nbo_charge:R:1
Lu 0.019 0.051 -0.180 0.526 0.628 0.976 1.8482
O -0.809 0.805 1.960 0.069 0.027 -0.249 -0.7503
C -1.390 -0.243 2.773 0.092 0.190 0.065 -0.0769
C -2.522 -0.910 2.028 -0.125 -0.115 -0.094 -0.2440
N -2.052 -1.502 0.773 0.104 -0.033 -0.170 -0.4669
C -1.433 -2.826 0.912 -0.255 -0.154 0.103 -0.3413
C 0.041 -2.912 0.494 0.181 1.064 -0.037 0.7977
O 0.559 -3.942 0.177 0.029 -0.208 0.057 -0.5597
O 0.652 -1.721 0.552 -0.031 -0.981 0.029 -0.9216
C -2.950 -1.311 -0.394 -0.150 -0.041 0.064 -0.3000
C -2.098 -0.324 -1.148 0.303 -0.003 -0.449 0.7375
O -1.983 0.858 -0.693 -0.637 0.068 -0.107 -0.7442
O -1.147 -0.799 -1.848 -0.467 -0.087 -0.126 -0.7202
H -1.450 1.523 1.846 0.018 -0.172 0.070 0.5082
H -1.729 0.188 3.715 -0.049 -0.031 0.009 0.2046
H -0.566 -0.924 2.985 -0.007 -0.040 -0.050 0.2164
H -3.283 -0.164 1.795 0.020 0.040 0.010 0.2155
H -2.994 -1.665 2.667 0.008 0.022 0.039 0.2142
H -1.995 -3.584 0.367 0.045 -0.024 -0.016 0.2343
H -1.457 -3.114 1.967 -0.003 -0.047 -0.014 0.2284
H -3.917 -0.896 -0.118 -0.011 -0.058 0.096 0.2251
H -3.074 -2.234 -0.951 -0.018 -0.014 -0.008 0.2357
N 3.285 0.685 -0.201 0.395 0.298 -0.083 -1.2296
P 2.325 1.235 1.083 -0.304 -0.213 -0.225 1.0550
C 2.905 2.883 1.498 0.098 0.131 0.105 -0.4163
C 2.100 3.984 1.220 -0.027 0.102 -0.060 -0.1716
C 2.548 5.269 1.497 0.001 -0.047 -0.013 -0.2069
C 3.806 5.456 2.048 0.032 -0.019 0.010 -0.1718
C 4.616 4.361 2.332 -0.029 0.045 -0.005 -0.2197
C 4.167 3.079 2.066 0.010 0.007 0.051 -0.1257
C 2.746 0.210 2.509 0.180 0.034 0.098 -0.4079
C 2.369 0.628 3.786 0.000 0.044 0.065 -0.1480
C 2.597 -0.190 4.880 0.036 -0.089 0.038 -0.2270
C 3.201 -1.432 4.709 -0.016 0.046 -0.025 -0.1920
C 3.571 -1.852 3.441 -0.022 0.023 -0.001 -0.1878
C 3.340 -1.036 2.341 -0.039 -0.098 -0.021 -0.1894
P 2.449 0.218 -1.604 -0.368 -0.054 0.130 1.0327
C 3.032 1.309 -2.906 0.298 -0.041 -0.161 -0.3076
C 4.387 1.315 -3.252 -0.005 -0.005 -0.048 -0.2184
C 4.853 2.174 -4.230 -0.080 0.011 0.000 -0.1863
C 3.964 3.022 -4.884 0.073 0.010 -0.027 -0.1785
C 2.618 3.010 -4.560 -0.033 -0.048 0.061 -0.2022
C 2.151 2.154 -3.569 -0.065 0.120 -0.024 -0.2042
C 3.016 -1.442 -1.995 0.362 -0.080 -0.029 -0.4029
C 2.192 -2.257 -2.763 -0.112 -0.063 -0.064 -0.1225
C 2.582 -3.551 -3.070 0.014 0.005 0.012 -0.2061
C 3.795 -4.039 -2.607 0.030 0.033 0.024 -0.1790
C 4.622 -3.231 -1.835 -0.063 -0.071 -0.058 -0.1876
C 4.234 -1.937 -1.529 0.006 -0.001 0.024 -0.2074
H 4.247 0.996 -0.270 0.070 -0.160 0.071 0.4197
H 1.119 3.846 0.780 0.008 -0.042 0.007 0.2108
H 1.916 6.120 1.280 0.006 -0.007 0.004 0.2275
H 4.158 6.456 2.263 -0.006 -0.010 0.000 0.2287
H 5.594 4.510 2.769 -0.005 -0.003 -0.002 0.2284
H 4.794 2.232 2.322 -0.043 -0.024 -0.030 0.2145
H 1.912 1.600 3.939 0.009 0.008 -0.063 0.2115
H 2.316 0.141 5.872 -0.010 0.013 -0.017 0.2237
H 3.384 -2.069 5.564 -0.007 0.019 0.000 0.2260
H 4.035 -2.821 3.305 -0.005 0.011 -0.020 0.2266
H 3.596 -1.383 1.348 0.017 -0.004 -0.001 0.2332
H 5.080 0.630 -2.774 -0.035 0.000 0.012 0.2169
H 5.902 2.175 -4.493 -0.008 0.009 -0.006 0.2266
H 4.327 3.688 -5.656 -0.008 -0.004 0.007 0.2277
H 1.926 3.663 -5.076 0.014 -0.001 -0.003 0.2275
H 1.095 2.151 -3.324 0.007 -0.047 0.032 0.2177
H 1.228 -1.899 -3.112 0.008 0.055 0.023 0.2176
H 1.931 -4.186 -3.656 -0.002 0.016 0.004 0.2261
H 4.094 -5.053 -2.837 -0.005 0.012 0.002 0.2258
H 5.565 -3.618 -1.471 -0.001 0.031 0.013 0.2225
H 4.877 -1.324 -0.909 -0.013 0.013 -0.004 0.2088
```
Positions in Å, forces in eV/Å.

* multiplicity: 1
* E_LUMO: -2.394 eV
* maximum force: 1.27 eV/A
* HOMO-LUMO gap: 0.3315 Ha
* charge: +1
* E: -3565.14811 hartree
* relative energy (zero: lowest compared OMol25 entry of this formula, charge and spin): 0.0 kJ/mol

---

The following is a DFT calculation (ωB97M-V/def2-TZVPD) of a gas-phase ion, C7H12BrN2 (charge +1) at a distorted geometry.

The geometry in XYZ format:
```
22
Properties=species:S:1:pos:R:3:forces:R:3:nbo_charge:R:1
C -0.278 -2.543 0.254 1.113 2.844 3.477 -0.4092
N -0.360 -1.211 -0.525 -0.314 -1.755 0.307 -0.4275
C -1.811 -0.900 -0.727 0.403 -0.688 -2.664 -0.4220
C 0.379 -0.007 -0.165 3.418 2.113 1.392 0.5114
Br 2.693 -0.784 0.030 -2.044 0.305 0.093 -0.2237
C 0.077 0.734 1.105 -0.345 -1.783 1.953 -0.5783
C 0.853 2.030 1.230 -0.060 -1.280 -0.990 -0.0312
C 1.335 2.645 0.153 -0.490 -1.354 -1.216 -0.2782
C 1.034 2.046 -1.136 -1.607 -1.415 -0.255 0.2031
N 0.558 0.824 -1.254 -0.179 0.162 -0.623 -0.5471
H 0.688 -2.937 0.496 1.035 0.312 -0.953 0.2729
H -0.641 -2.375 1.300 -0.200 0.336 -0.988 0.2301
H -0.874 -3.264 -0.145 -1.741 -1.641 -1.771 0.2339
H 0.063 -1.350 -1.429 0.058 -0.511 -0.919 0.4652
H -1.929 0.140 -0.840 -0.305 1.040 -0.384 0.2362
H -2.217 -1.475 -1.580 0.803 0.673 -0.276 0.2532
H -2.440 -1.296 -0.029 -0.983 -0.657 2.917 0.2361
H 0.102 0.015 2.072 0.124 1.876 -2.203 0.2826
H -0.977 1.061 0.997 0.055 -0.132 0.254 0.2680
H 0.926 2.461 2.177 0.060 0.557 1.408 0.2394
H 1.824 3.564 0.108 0.710 1.363 0.503 0.2496
H 0.994 2.622 -2.091 0.490 -0.366 0.941 0.2353
```
Positions in Å, forces in eV/Å.

* multiplicity: 1
* E_LUMO: -5.194 eV
* maximum force: 4.63 eV/A
* SMILES: C[NH+](C)[C@]1(Br)CC=CC=N1
* HOMO-LUMO gap: 0.2932 Ha
* charge: +1
* E: -2957.10849 hartree
* relative energy (zero: lowest compared OMol25 entry of this formula, charge and spin): 166.9 kJ/mol

---

> Look up the maximum force of the first one.

0.41 eV/A

---

> What is the charge in the third record?

+2